(A)
{"formula": "C3H10N2S", "method": "wB97M-V/def2-TZVPD", "smiles": "[H]/N=C/N.CSC", "gap_ev": 9.233, "elements": ["H", "N", "C", "N", "H", "H", "H", "C", "S", "C", "H", "H", "H", "H", "H", "H"], "coordinates": [[-1.644, 1.488, 1.056], [-1.156, 2.347, 1.308], [-1.093, 3.153, 0.310], [-0.019, 4.018, 0.199], [-1.573, 2.977, -0.660], [-0.117, 4.477, -0.686], [0.531, 4.078, 1.037], [-0.388, -1.794, 0.696], [0.152, -2.520, -0.886], [1.952, -2.276, -0.743], [0.251, -2.347, 1.358], [-1.447, -2.065, 0.777], [-0.158, -0.739, 0.799], [2.019, -1.640, 0.169], [2.379, -3.248, -0.449], [2.337, -1.761, -1.630]]}

(B)
{"formula": "C3H10N2S", "method": "wB97M-V/def2-TZVPD", "gap_ev": 9.068, "elements": ["C", "C", "C", "N", "N", "S", "H", "H", "H", "H", "H", "H", "H", "H", "H", "H"], "coordinates": [[1.871, -0.005, -0.806], [-1.190, -0.713, -1.181], [1.993, 0.735, 0.308], [-0.748, -0.518, 1.519], [-2.095, 1.164, 0.517], [-0.839, 0.477, 0.102], [1.815, 0.394, -1.777], [1.840, -1.042, -0.880], [-0.099, -1.258, 1.535], [-0.119, -0.751, -1.752], [-1.589, -1.650, -0.687], [-1.951, -0.450, -1.832], [1.926, 1.854, 0.193], [2.222, 0.129, 1.236], [-1.666, -0.683, 1.970], [-1.941, 2.157, 0.397]]}

Name the most stable of them. (A).

(A)
{"formula": "C3H9B", "method": "wB97M-V/def2-TZVPD", "gap_ev": 10.954, "elements": ["B", "C", "C", "C", "H", "H", "H", "H", "H", "H", "H", "H", "H"], "coordinates": [[1.346, 0.470, -0.746], [-1.267, 0.696, -0.140], [-0.043, -1.287, 0.713], [0.075, -0.064, -0.099], [2.280, -0.232, -0.903], [1.425, 1.379, -1.360], [-1.828, 0.540, -0.985], [-1.170, 1.788, -0.318], [-1.845, 0.447, 0.738], [-0.300, -2.002, -0.057], [1.004, -1.440, 0.989], [-0.688, -1.065, 1.503], [1.010, 0.769, 0.666]]}

(B)
{"formula": "C3H9B", "method": "wB97M-V/def2-TZVPD", "smiles": "CBCC", "gap_ev": 11.114, "elements": ["C", "B", "C", "C", "H", "H", "H", "H", "H", "H", "H", "H", "H"], "coordinates": [[1.053, -0.388, -1.593], [0.831, -0.453, 0.086], [0.073, 0.630, 0.920], [-1.427, 0.176, 0.795], [1.792, -0.971, -1.980], [1.265, 0.630, -1.920], [0.036, -0.843, -1.974], [1.252, -1.541, 0.579], [-0.061, 1.746, 0.646], [0.365, 0.653, 1.881], [-1.441, -0.819, 1.102], [-1.913, 0.753, 1.550], [-1.824, 0.427, -0.092]]}

Name the most stable of them. (B).

(A)
{"formula": "C5H14N2", "method": "wB97M-V/def2-TZVPD", "smiles": "CCN(C)CCN", "gap_ev": 9.720, "elements": ["C", "C", "N", "C", "C", "C", "N", "H", "H", "H", "H", "H", "H", "H", "H", "H", "H", "H", "H", "H", "H"], "coordinates": [[3.062, -0.733, -0.178], [1.946, 0.312, -0.110], [0.490, -0.257, -0.466], [0.064, -1.394, 0.573], [-0.622, 0.810, -0.386], [-2.013, 0.250, -0.294], [-2.931, 1.137, 0.531], [2.980, -1.198, -1.148], [4.195, -0.290, -0.200], [2.862, -1.522, 0.523], [1.899, 1.161, -0.746], [2.086, 0.749, 0.898], [-0.293, -1.012, 1.499], [0.894, -2.193, 0.475], [-0.596, -1.778, -0.088], [-0.272, 1.401, 0.460], [-0.479, 1.532, -1.174], [-2.569, -0.126, -1.156], [-1.953, -0.573, 0.358], [-2.418, 1.377, 1.394], [-3.873, 0.837, 0.811]]}

(B)
{"formula": "C5H14N2", "method": "wB97M-V/def2-TZVPD", "smiles": "CNCCCCN", "gap_ev": 9.375, "elements": ["C", "N", "C", "C", "C", "C", "N", "H", "H", "H", "H", "H", "H", "H", "H", "H", "H", "H", "H", "H", "H"], "coordinates": [[-2.110, -1.251, 0.375], [-2.173, -0.035, -0.491], [-1.129, 0.052, -1.574], [0.155, 0.697, -0.941], [1.281, -0.339, -0.367], [2.336, 0.402, 0.716], [1.542, 0.442, 1.967], [-1.441, -1.892, -0.107], [-3.011, -1.666, 0.862], [-1.646, -1.042, 1.408], [-2.060, 0.778, 0.073], [-1.667, 0.729, -2.354], [-1.121, -1.010, -2.001], [-0.057, 1.480, -0.223], [0.724, 1.265, -1.869], [2.004, -0.575, -1.204], [0.728, -1.210, -0.029], [3.141, -0.273, 0.750], [2.571, 1.386, 0.427], [2.218, 0.602, 2.672], [0.834, 1.217, 2.017]]}

(C)
{"formula": "C5H14N2", "method": "wB97M-V/def2-TZVPD", "gap_ev": 8.384, "elements": ["N", "C", "C", "C", "N", "C", "C", "H", "H", "H", "H", "H", "H", "H", "H", "H", "H", "H", "H", "H", "H"], "coordinates": [[-2.278, -2.012, 0.046], [-0.959, -1.468, -0.036], [-0.025, -2.501, 0.616], [-0.827, -0.088, 0.760], [0.517, 0.531, 0.599], [0.948, 1.869, -0.651], [2.220, 2.720, -0.925], [-2.977, -1.424, -0.559], [-2.659, -2.068, 0.989], [-0.668, -1.277, -1.104], [0.982, -2.085, 0.762], [-0.533, -2.763, 1.535], [0.018, -3.396, -0.024], [-0.925, -0.254, 1.903], [-1.761, 0.470, 0.431], [0.447, 1.800, 0.478], [0.902, 0.875, -0.938], [-0.024, 2.355, -0.955], [3.052, 2.260, -0.364], [2.151, 3.728, -0.544], [2.400, 2.727, -2.020]]}

Name the most stable of them. (B).

(A)
{"formula": "C5H14N2", "method": "wB97M-V/def2-TZVPD", "smiles": "C[C@H](N)CCCN", "gap_ev": 10.350, "elements": ["C", "C", "N", "C", "C", "C", "N", "H", "H", "H", "H", "H", "H", "H", "H", "H", "H", "H", "H", "H", "H"], "coordinates": [[-0.377, 1.537, -1.376], [0.578, 0.468, -0.845], [1.622, 0.267, -1.854], [-0.165, -0.820, -0.491], [-1.158, -0.728, 0.669], [-0.575, -0.072, 1.920], [0.618, -0.704, 2.471], [0.203, 2.442, -1.551], [-0.852, 1.169, -2.286], [-1.160, 1.762, -0.644], [1.090, 0.883, 0.017], [1.219, -0.036, -2.737], [2.234, -0.498, -1.585], [-0.681, -1.153, -1.404], [0.551, -1.609, -0.264], [-1.548, -1.709, 0.939], [-1.995, -0.112, 0.346], [-0.345, 0.966, 1.676], [-1.332, -0.006, 2.693], [0.621, -1.701, 2.293], [1.452, -0.344, 2.013]]}

(B)
{"formula": "C5H14N2", "method": "wB97M-V/def2-TZVPD", "gap_ev": 3.435, "elements": ["C", "C", "C", "C", "C", "N", "N", "H", "H", "H", "H", "H", "H", "H", "H", "H", "H", "H", "H", "H", "H"], "coordinates": [[0.207, -1.216, 1.091], [-0.087, 0.214, 1.180], [-1.163, 0.772, 0.259], [0.329, 1.061, -0.081], [0.055, -1.120, -2.969], [-0.600, -1.316, -1.662], [0.456, 2.183, 2.663], [0.209, -1.803, 2.063], [1.287, -1.295, 0.690], [-0.590, -1.688, 0.448], [0.325, 2.239, 3.673], [-1.721, 1.619, 0.680], [-1.758, 0.088, -0.381], [0.956, 1.890, 0.237], [0.913, 0.338, -0.832], [0.883, -1.909, -3.009], [0.546, -0.141, -2.922], [-0.631, -1.209, -3.829], [-0.860, -2.402, -1.569], [1.103, 2.768, 2.229], [0.140, 0.927, 2.043]]}

Name the most stable of them. (A).

(A)
{"formula": "C5H14N2", "method": "wB97M-V/def2-TZVPD", "smiles": "CC[C@@H](C)NCN", "gap_ev": 9.349, "elements": ["C", "C", "C", "C", "N", "C", "N", "H", "H", "H", "H", "H", "H", "H", "H", "H", "H", "H", "H", "H", "H"], "coordinates": [[-2.932, 0.021, 0.793], [-1.493, 0.548, 0.798], [-0.602, -0.265, -0.167], [-0.920, -0.015, -1.621], [0.785, 0.187, 0.108], [2.041, -0.267, -0.450], [3.074, -0.040, 0.563], [-3.381, 0.156, 1.763], [-2.940, -1.045, 0.548], [-3.517, 0.533, 0.035], [-1.050, 0.519, 1.788], [-1.447, 1.566, 0.418], [-0.657, -1.362, -0.027], [-0.838, 1.051, -1.899], [-1.925, -0.391, -1.881], [-0.261, -0.544, -2.295], [0.912, 0.446, 1.075], [2.336, 0.377, -1.300], [2.036, -1.334, -0.697], [2.864, -0.666, 1.333], [3.999, -0.215, 0.200]]}

(B)
{"formula": "C5H14N2", "method": "wB97M-V/def2-TZVPD", "smiles": "C[C@@H](CN)N(C)C", "gap_ev": 9.289, "elements": ["C", "C", "C", "N", "N", "C", "C", "H", "H", "H", "H", "H", "H", "H", "H", "H", "H", "H", "H", "H", "H"], "coordinates": [[0.347, -1.618, -0.340], [0.502, -0.093, 0.075], [0.563, 0.836, -1.176], [1.760, 0.671, -1.963], [-0.604, 0.389, 0.968], [-1.873, 0.440, 0.279], [-0.663, -0.317, 2.201], [0.242, -2.095, 0.642], [-0.358, -2.057, -1.057], [1.299, -1.737, -0.870], [1.388, 0.204, 0.629], [0.619, 1.781, -0.644], [-0.291, 0.818, -1.848], [2.614, 0.376, -1.510], [1.661, 0.021, -2.732], [-1.863, 1.076, -0.611], [-2.073, -0.548, -0.191], [-2.719, 0.791, 0.878], [0.340, -0.477, 2.587], [-1.336, 0.224, 2.887], [-1.026, -1.345, 2.064]]}

(C)
{"formula": "C5H14N2", "method": "wB97M-V/def2-TZVPD", "smiles": "CCNCCNC", "gap_ev": 9.903, "elements": ["C", "C", "N", "C", "C", "N", "C", "H", "H", "H", "H", "H", "H", "H", "H", "H", "H", "H", "H", "H", "H"], "coordinates": [[3.180, -0.413, 0.800], [2.287, 0.184, -0.272], [0.863, -0.131, -0.120], [0.036, 1.019, 0.324], [-1.457, 0.700, 0.275], [-1.725, -0.461, -0.620], [-3.146, -0.828, -0.500], [3.008, 0.127, 1.729], [4.207, -0.377, 0.486], [2.893, -1.444, 1.006], [2.576, -0.048, -1.300], [2.400, 1.282, -0.256], [0.521, -0.347, -1.035], [0.267, 1.835, -0.378], [0.377, 1.251, 1.332], [-1.739, 0.353, 1.280], [-2.049, 1.564, -0.005], [-1.247, -1.211, -0.129], [-3.390, -1.284, 0.462], [-3.764, 0.065, -0.595], [-3.427, -1.545, -1.269]]}

Name the most stable of them. (A).

(A)
{"formula": "C5H14N2", "method": "wB97M-V/def2-TZVPD", "smiles": "CCN(C)CCN", "gap_ev": 9.611, "elements": ["C", "C", "N", "C", "C", "C", "N", "H", "H", "H", "H", "H", "H", "H", "H", "H", "H", "H", "H", "H", "H"], "coordinates": [[-2.573, 0.975, 0.959], [-1.398, 1.090, 0.017], [-0.552, -0.107, 0.237], [-0.915, -1.082, -0.852], [0.992, 0.285, 0.198], [1.894, -0.909, -0.020], [3.363, -0.595, 0.070], [-3.387, 1.476, 0.409], [-2.714, -0.112, 1.111], [-2.337, 1.373, 1.955], [-0.752, 1.929, 0.410], [-1.561, 1.509, -0.973], [-0.476, -2.192, -0.712], [-0.473, -0.748, -1.844], [-2.018, -0.867, -0.964], [1.033, 0.953, -0.613], [1.183, 0.904, 1.057], [1.654, -1.795, 0.448], [1.473, -1.130, -1.160], [3.576, 0.340, -0.262], [3.988, -1.295, 0.529]]}

(B)
{"formula": "C5H14N2", "method": "wB97M-V/def2-TZVPD", "smiles": "CC(C)CNCN", "gap_ev": 10.036, "elements": ["C", "C", "C", "C", "N", "C", "N", "H", "H", "H", "H", "H", "H", "H", "H", "H", "H", "H", "H", "H", "H"], "coordinates": [[1.641, -0.319, -1.497], [0.718, -1.106, -0.514], [1.364, -2.291, 0.358], [-0.157, -0.105, 0.346], [-0.837, 0.961, -0.544], [-2.020, 1.553, 0.240], [-1.549, 1.937, 1.526], [1.414, -0.566, -2.544], [1.307, 0.664, -1.441], [2.685, -0.697, -1.232], [-0.002, -1.636, -1.209], [1.984, -1.908, 1.121], [2.003, -2.977, -0.192], [0.643, -2.951, 0.880], [-0.944, -0.726, 0.962], [0.456, 0.312, 1.094], [-0.288, 1.770, -0.805], [-2.724, 0.723, 0.226], [-2.245, 2.372, -0.382], [-2.370, 2.229, 2.149], [-1.080, 2.759, 1.460]]}

(C)
{"formula": "C5H14N2", "method": "wB97M-V/def2-TZVPD", "smiles": "C[C@H](N)CN(C)C", "gap_ev": 9.513, "elements": ["C", "C", "N", "C", "N", "C", "C", "H", "H", "H", "H", "H", "H", "H", "H", "H", "H", "H", "H", "H", "H"], "coordinates": [[-2.252, 0.368, -0.209], [-0.999, -0.429, -0.653], [-1.406, -1.835, -1.103], [0.175, -0.635, 0.448], [1.043, 0.570, 0.216], [2.178, 0.354, -0.706], [1.449, 1.200, 1.552], [-2.092, 1.017, 0.590], [-2.908, 1.078, -0.923], [-2.991, -0.398, 0.225], [-0.560, 0.080, -1.587], [-1.637, -2.546, -0.384], [-2.225, -1.830, -1.730], [-0.324, -0.614, 1.466], [0.770, -1.533, 0.190], [1.726, 0.209, -1.623], [2.801, -0.626, -0.692], [2.736, 1.244, -0.803], [0.657, 1.881, 1.918], [1.711, 0.585, 2.361], [2.148, 1.858, 1.447]]}

Name the most stable of them. (B).